No. 1
Formula: C2H2BrO3
Source: OMol25
Level of theory: ωB97M-V/def2-TZVPD

Summary:
- 2S+1 = 1
- total charge = -1
- lowest unoccupied orbital energy (eV) = 3.7
- molecular weight (g mol⁻¹) = 153.9
- ΔE to the lowest compared entry with this formula, charge and spin (kcal per mole) = 5.2

Each line ends with the Mulliken charge.
CARTESIAN COORDINATES (ANGSTROEM)
O (-0.614, 1.336, -1.641)  -0.742
C (-0.645, 1.522, -0.410)  0.717
O (-0.855, 2.517, 0.265)  -0.672
C (-0.208, 0.184, 0.325)  -0.154
O (0.375, -0.613, -0.564)  -0.489
Br (-2.030, -0.876, 1.022)  -0.422
H (0.300, 0.258, 1.281)  0.327
H (0.042, -0.187, -1.431)  0.434


No. 2
Formula: C15H42BCl6F4O12
Source: OMol25
Level of theory: ωB97M-V/def2-TZVPD

Summary:
- 2S+1 = 2
- total charge = -2
- lowest unoccupied orbital energy (alpha / beta) (eV) = 3.4 / 3.6
- molecular weight (g mol⁻¹) = 714.0

Each line ends with the Mulliken charge.
CARTESIAN COORDINATES (ANGSTROEM)
B (-14.610, 11.249, 22.904)  0.187
F (-14.177, 11.844, 21.731)  -0.301
F (-15.541, 10.230, 22.660)  -0.428
F (-13.497, 10.645, 23.452)  -0.209
F (-15.116, 12.238, 23.686)  0.043
C (-17.216, 16.039, 24.901)  -0.526
C (-16.081, 15.120, 25.365)  0.217
O (-15.269, 15.666, 26.396)  -0.596
O (-18.158, 16.138, 25.991)  -0.653
H (-17.706, 15.560, 24.054)  0.233
H (-16.784, 16.992, 24.594)  0.373
H (-15.462, 14.800, 24.528)  0.208
H (-16.530, 14.198, 25.735)  -0.123
H (-15.859, 15.629, 27.152)  0.385
H (-18.557, 15.266, 26.036)  0.464
C (-10.884, 12.617, 21.638)  -0.401
C (-11.297, 11.744, 20.458)  -0.290
O (-12.030, 10.515, 20.882)  -0.494
O (-11.904, 13.495, 22.150)  -0.632
H (-10.056, 13.266, 21.354)  0.416
H (-10.508, 12.006, 22.459)  0.301
H (-10.434, 11.457, 19.858)  0.330
H (-12.003, 12.294, 19.834)  0.065
H (-12.831, 10.759, 21.351)  0.292
H (-12.603, 12.896, 22.424)  0.173
C (-14.371, 7.469, 23.836)  0.231
C (-14.184, 5.971, 24.151)  -0.389
O (-14.776, 5.326, 23.059)  -0.539
O (-15.688, 7.845, 23.637)  -0.657
H (-13.755, 7.814, 23.005)  -0.235
H (-13.908, 8.015, 24.658)  0.246
H (-14.650, 5.613, 25.069)  0.287
H (-13.179, 5.569, 24.278)  0.269
H (-15.487, 5.911, 22.790)  0.322
H (-15.590, 8.763, 23.372)  0.398
C (-18.818, 12.814, 24.276)  -0.050
C (-18.269, 11.606, 25.028)  0.025
O (-19.273, 10.744, 25.524)  -0.603
O (-19.302, 13.694, 25.230)  -0.560
H (-19.617, 12.528, 23.593)  0.669
H (-18.068, 13.220, 23.597)  -0.331
H (-17.756, 12.036, 25.888)  0.154
H (-17.561, 11.047, 24.416)  -0.020
H (-19.715, 10.313, 24.789)  0.375
H (-20.033, 13.212, 25.622)  0.289
C (-16.720, 13.802, 20.994)  0.210
C (-17.151, 12.339, 20.769)  -0.080
O (-18.068, 12.290, 19.703)  -0.345
O (-17.739, 14.672, 21.408)  -0.571
H (-16.395, 14.181, 20.025)  -0.126
H (-15.869, 13.864, 21.672)  0.336
H (-17.537, 12.004, 21.732)  -0.355
H (-16.314, 11.762, 20.376)  0.114
H (-17.562, 12.252, 18.888)  0.275
H (-17.379, 15.560, 21.472)  0.349
C (-13.885, 14.218, 18.903)  -0.562
C (-12.720, 14.732, 18.063)  -0.741
O (-11.499, 14.247, 18.489)  -0.195
O (-13.697, 14.751, 20.215)  -0.541
H (-13.978, 13.136, 19.000)  0.271
H (-14.878, 14.546, 18.595)  0.373
H (-12.619, 15.816, 18.100)  0.303
H (-12.947, 14.432, 17.040)  0.518
H (-10.790, 14.442, 17.871)  0.183
H (-13.089, 14.127, 20.619)  0.319
C (-10.808, 8.362, 23.107)  0.494
Cl (-10.756, 7.869, 24.802)  -0.205
Cl (-11.496, 7.115, 22.039)  -0.157
H (-11.412, 9.269, 23.090)  -0.496
H (-9.765, 8.510, 22.826)  0.375
C (-16.482, 8.291, 20.099)  -0.467
Cl (-17.562, 7.033, 20.781)  -0.166
Cl (-16.549, 8.270, 18.253)  0.061
H (-16.866, 9.267, 20.394)  -0.240
H (-15.461, 8.331, 20.479)  0.130
C (-14.285, 11.932, 26.979)  0.504
Cl (-15.307, 12.160, 28.338)  -0.210
Cl (-12.596, 11.857, 27.425)  -0.207
H (-14.606, 11.008, 26.500)  0.043
H (-14.327, 12.763, 26.276)  -0.110


No. 3
Formula: C6H12O
Source: OMol25
Level of theory: ωB97M-V/def2-TZVPD

Summary:
- 2S+1 = 1
- lowest unoccupied orbital energy (eV) = 1.2
- molecular weight (g mol⁻¹) = 100.2
- ΔE to the lowest compared entry with this formula, charge and spin (kcal per mole) = 41.2

Each line ends with the Mulliken charge.
CARTESIAN COORDINATES (ANGSTROEM)
C (2.601, 0.779, 0.420)  -1.118
C (1.830, -0.319, -0.292)  -0.325
O (0.513, -0.060, 0.116)  -0.266
C (-0.499, -1.013, 0.158)  -0.096
C (-1.533, -0.627, 1.166)  -0.689
C (-1.829, -0.492, -0.312)  0.045
C (-1.855, 0.862, -0.983)  -1.234
H (2.554, 0.603, 1.499)  0.266
H (2.082, 1.724, 0.221)  0.266
H (3.641, 0.868, 0.103)  0.394
H (2.164, -1.323, 0.012)  0.317
H (1.937, -0.244, -1.385)  0.277
H (-0.210, -2.054, 0.008)  0.433
H (-1.279, 0.283, 1.706)  0.224
H (-2.043, -1.385, 1.751)  0.272
H (-2.531, -1.225, -0.704)  0.341
H (-1.724, 0.753, -2.066)  0.294
H (-2.792, 1.396, -0.801)  0.349
H (-1.027, 1.474, -0.617)  0.251


No. 4
Formula: C10H10NO3
Source: OMol25
Level of theory: ωB97M-V/def2-TZVPD

Summary:
- 2S+1 = 1
- total charge = +1
- lowest unoccupied orbital energy (eV) = -5.2
- molecular weight (g mol⁻¹) = 192.2
- ΔE to the lowest compared entry with this formula, charge and spin (kcal per mole) = 35.0

Each line ends with the Mulliken charge.
CARTESIAN COORDINATES (ANGSTROEM)
C (0.605, -2.873, -0.605)  -0.516
C (-0.359, -2.216, -1.269)  -0.671
C (1.616, -2.270, 0.261)  -0.549
C (-0.283, -0.736, -1.237)  0.776
C (1.701, -0.895, 0.288)  -0.879
C (0.642, -0.129, -0.232)  0.654
C (-1.474, 0.266, -1.205)  0.291
C (-2.251, 0.679, 2.907)  0.661
C (-0.801, 1.516, -0.667)  -0.894
C (1.199, 2.253, 0.323)  -1.007
N (0.428, 1.170, -0.123)  0.196
O (-2.598, 0.150, -1.566)  -0.505
O (-1.501, 0.299, 2.098)  -0.406
O (-2.980, 1.125, 3.642)  -0.287
H (0.359, -3.927, -0.579)  0.362
H (-1.174, -2.717, -1.800)  0.431
H (2.240, -2.872, 0.738)  0.623
H (0.131, -0.332, -2.089)  0.429
H (2.354, -0.550, 1.193)  0.251
H (-0.782, 2.294, -1.420)  0.521
H (-1.396, 2.152, 0.070)  0.417
H (0.732, 2.795, 1.145)  0.317
H (2.226, 1.880, 0.551)  0.378
H (1.364, 2.941, -0.422)  0.407


No. 5
Formula: C4H8O2
Source: OMol25
Level of theory: ωB97M-V/def2-TZVPD

Summary:
- 2S+1 = 1
- lowest unoccupied orbital energy (eV) = 1.0
- molecular weight (g mol⁻¹) = 88.1
- ΔE to the lowest compared entry with this formula, charge and spin (kcal per mole) = 71.8

Each line ends with the Mulliken charge.
CARTESIAN COORDINATES (ANGSTROEM)
C (1.608, -0.472, -1.008)  -0.683
O (0.305, 0.052, -1.062)  -0.351
C (-0.565, -0.483, -0.133)  -0.111
C (-0.457, -0.121, 1.309)  -0.651
C (-1.463, 0.626, 0.522)  -0.152
O (-1.268, 1.956, 0.170)  -0.498
H (1.624, -1.545, -1.243)  0.287
H (2.049, -0.322, -0.014)  0.288
H (2.193, 0.067, -1.755)  0.227
H (-0.940, -1.496, -0.389)  0.406
H (0.431, 0.443, 1.570)  0.239
H (-0.784, -0.836, 2.048)  0.246
H (-2.354, 0.142, 0.202)  0.421
H (-0.378, 1.988, -0.216)  0.332


No. 6
Formula: C39H96N8O3
Source: OMol25
Level of theory: ωB97M-V/def2-TZVPD

Summary:
- 2S+1 = 2
- total charge = +1
- lowest unoccupied orbital energy (alpha / beta) (eV) = -2.1 / -7.0
- molecular weight (g mol⁻¹) = 725.2
- ΔE to the lowest compared entry with this formula, charge and spin (kcal per mole) = 0.0

Each line ends with the Mulliken charge.
CARTESIAN COORDINATES (ANGSTROEM)
C (3.408, 3.370, -1.041)  -1.198
C (3.926, 3.388, 0.390)  -0.825
N (3.636, 2.083, 1.037)  1.240
C (3.484, 2.195, 2.491)  -0.745
C (4.710, 2.777, 3.265)  -1.506
C (4.598, 1.048, 0.600)  -0.772
C (4.410, -0.369, 1.210)  -1.463
H (3.245, 4.378, -1.422)  0.436
H (2.430, 2.907, -1.166)  0.033
H (4.150, 2.772, -1.571)  0.348
H (4.980, 3.658, 0.458)  0.374
H (3.293, 4.134, 0.870)  0.462
H (2.609, 2.781, 2.772)  0.390
H (3.163, 1.241, 2.910)  0.512
H (5.623, 2.248, 2.989)  0.279
H (4.805, 3.809, 2.929)  0.303
H (4.485, 2.733, 4.330)  0.455
H (5.622, 1.300, 0.876)  0.516
H (4.661, 0.930, -0.482)  0.155
H (5.037, -1.181, 0.841)  0.472
H (3.432, -0.834, 1.086)  0.267
H (4.619, -0.297, 2.278)  0.397
C (-3.316, 5.646, -1.384)  -1.349
C (-1.835, 5.679, -0.991)  -0.222
N (-1.586, 5.032, 0.305)  0.162
C (-2.187, 3.663, 0.409)  -0.779
C (-1.608, 2.699, -0.668)  -0.205
C (-0.149, 4.965, 0.547)  0.094
C (0.483, 6.265, 0.975)  -1.570
H (-4.021, 5.781, -0.563)  0.306
H (-3.466, 4.662, -1.827)  0.268
H (-3.550, 6.390, -2.146)  0.410
H (-1.233, 5.311, -1.822)  0.301
H (-1.453, 6.687, -0.830)  0.429
H (-2.088, 3.233, 1.405)  0.212
H (-3.269, 3.580, 0.303)  0.356
H (-1.778, 3.048, -1.687)  0.442
H (-0.541, 2.565, -0.487)  -0.437
H (-2.050, 1.727, -0.452)  0.343
H (0.331, 4.629, -0.372)  0.295
H (0.098, 4.211, 1.295)  -0.137
H (0.010, 6.618, 1.892)  0.368
H (0.306, 6.998, 0.188)  0.343
H (1.553, 6.237, 1.181)  0.415
C (-0.948, -1.005, 5.973)  -1.327
C (-2.411, -0.859, 5.666)  0.016
N (-3.379, -1.882, 6.134)  0.111
C (-4.736, -1.348, 5.931)  0.014
C (-5.178, -0.487, 7.103)  -1.383
C (-3.195, -3.208, 5.578)  -1.051
C (-3.011, -3.252, 4.041)  -0.458
H (-0.620, -1.973, 5.595)  0.220
H (-0.754, -0.980, 7.046)  0.349
H (-0.361, -0.225, 5.487)  0.282
H (-2.804, 0.088, 6.036)  0.331
H (-2.453, -0.726, 4.585)  -0.011
H (-4.835, -0.773, 5.010)  -0.128
H (-5.473, -2.140, 5.801)  0.562
H (-4.953, -0.968, 8.055)  0.318
H (-4.754, 0.509, 6.972)  0.222
H (-6.247, -0.277, 7.070)  0.427
H (-4.044, -3.861, 5.779)  0.493
H (-2.320, -3.664, 6.041)  0.406
H (-2.092, -2.699, 3.849)  -0.154
H (-3.826, -2.762, 3.509)  0.207
H (-2.933, -4.267, 3.650)  0.578
C (5.438, 0.428, -4.871)  -1.486
C (4.179, -0.119, -4.229)  0.302
N (4.164, -1.565, -4.525)  0.480
C (2.760, -2.060, -4.535)  0.366
C (2.682, -3.556, -4.926)  -1.672
C (5.096, -2.365, -3.664)  -0.945
C (4.936, -2.336, -2.117)  -0.465
H (5.407, 0.370, -5.959)  0.379
H (6.342, -0.139, -4.650)  0.359
H (5.519, 1.472, -4.567)  0.412
H (4.198, 0.015, -3.147)  -0.215
H (3.304, 0.466, -4.508)  0.506
H (2.260, -1.552, -5.359)  0.649
H (2.215, -1.875, -3.609)  -0.420
H (1.666, -3.949, -4.959)  0.397
H (3.139, -4.210, -4.183)  0.432
H (3.103, -3.661, -5.925)  0.401
H (4.984, -3.420, -3.913)  0.429
H (6.140, -2.184, -3.920)  0.339
H (3.903, -2.212, -1.793)  0.016
H (5.449, -3.206, -1.707)  0.501
H (5.437, -1.457, -1.713)  0.288
C (-0.873, -2.441, -3.010)  -0.383
C (-2.166, -2.190, -3.741)  -0.752
N (-2.058, -2.443, -5.180)  0.090
C (-1.440, -1.240, -5.823)  -0.323
C (-0.679, -1.661, -7.075)  -1.072
C (-3.332, -2.589, -5.893)  -0.403
C (-4.324, -3.716, -5.426)  -1.288
H (-0.164, -1.628, -3.171)  -0.374
H (-0.339, -3.330, -3.344)  0.318
H (-1.006, -2.529, -1.932)  0.379
H (-2.918, -2.806, -3.247)  0.415
H (-2.439, -1.142, -3.613)  0.336
H (-2.161, -0.429, -5.929)  0.408
H (-0.703, -0.840, -5.126)  0.182
H (-1.302, -2.164, -7.815)  0.320
H (-0.141, -0.834, -7.540)  0.418
H (0.183, -2.291, -6.854)  0.136
H (-3.097, -2.683, -6.953)  0.241
H (-3.911, -1.669, -5.812)  0.358
H (-5.211, -3.748, -6.059)  0.416
H (-4.621, -3.558, -4.389)  0.327
H (-3.877, -4.698, -5.581)  0.311
C (2.452, -5.179, -0.646)  -0.725
C (1.844, -4.144, 0.305)  0.649
O (2.362, -3.029, 0.336)  -0.601
N (0.851, -4.552, 1.059)  -0.104
C (0.111, -3.818, 2.071)  -0.703
H (2.473, -4.737, -1.642)  -0.113
H (1.852, -6.084, -0.733)  0.425
H (3.473, -5.260, -0.271)  0.245
H (0.740, -5.556, 1.037)  0.233
H (0.341, -2.765, 1.909)  0.008
H (0.345, -4.052, 3.109)  0.368
H (-0.967, -3.974, 2.036)  0.296
C (1.289, -0.148, -0.994)  0.598
C (0.394, 0.077, 0.221)  0.180
O (-0.708, -0.513, 0.209)  -0.641
N (0.772, 0.949, 1.193)  0.848
C (-0.052, 1.157, 2.405)  -1.298
H (0.845, 0.213, -1.922)  0.385
H (1.615, -1.179, -1.130)  -0.352
H (2.221, 0.405, -0.877)  -0.502
H (1.645, 1.446, 1.090)  -0.361
H (-0.200, 2.237, 2.441)  0.122
H (0.521, 0.812, 3.266)  0.418
H (-1.018, 0.664, 2.297)  0.257
C (-4.212, 0.510, 1.912)  -0.913
C (-4.160, 1.382, 3.141)  0.824
O (-3.071, 1.440, 3.729)  -0.559
N (-5.238, 2.037, 3.572)  -0.194
C (-5.244, 2.996, 4.687)  -0.968
H (-3.819, 1.023, 1.034)  0.128
H (-5.216, 0.268, 1.563)  0.630
H (-3.617, -0.394, 2.042)  -0.073
H (-6.049, 1.940, 2.977)  0.194
H (-6.011, 2.596, 5.350)  0.350
H (-5.617, 3.977, 4.395)  0.333
H (-4.338, 3.062, 5.289)  0.310


- Which of these has the lowest molecular weight?
  C4H8O2


- Among the records above, which one has the lowest molecular weight?
  C4H8O2